1.
ORCA calculation (ωB97M-V/def2-TZVPD) on a cluster of 11 separate species, C11H44N22O11 in total in a non-equilibrium geometry.

XYZ file:
```
88
Properties=species:S:1:pos:R:3
O -0.410 5.814 -3.161
O -1.516 3.048 0.955
O 2.360 -1.811 -3.002
O -6.108 1.286 -0.189
O 3.536 -1.885 1.626
O -0.588 -0.710 1.155
O -1.191 -0.498 6.145
O -4.315 -0.313 4.385
O -0.800 1.044 -4.949
O 2.944 2.112 -0.554
O 0.981 -5.762 1.386
N -3.042 0.222 2.671
N -0.760 -2.653 6.727
N -3.300 -1.871 3.092
N -1.636 5.216 1.372
N -0.509 -0.974 -3.973
N -1.116 3.817 -2.439
N -0.574 3.990 -4.528
N 3.631 1.308 -2.388
N 1.406 -3.734 -2.196
N 1.744 2.331 -2.422
N 3.413 -3.800 -2.908
N -4.907 2.625 1.223
N -0.556 -2.065 4.668
N 0.506 -1.030 -0.626
N 5.531 -1.936 0.693
N 3.843 -1.188 -0.408
N -1.811 0.446 -3.091
N -3.959 1.623 -0.550
N 1.222 -3.831 2.503
N 0.331 4.110 1.410
N 1.965 -4.073 0.557
N -0.322 0.942 -0.335
C 1.325 -4.589 1.492
C -0.181 -0.309 0.124
C -3.636 -0.642 3.427
C 2.785 1.927 -1.735
C -0.897 -1.609 5.884
C -1.010 0.219 -4.094
C -0.590 4.575 -3.339
C 2.378 -2.994 -2.733
C 4.245 -1.645 0.719
C -0.956 4.105 1.224
C -5.110 1.852 0.113
H -2.371 -1.942 2.701
H -1.290 6.154 1.229
H 4.527 1.260 -1.924
H 0.286 -1.207 -4.552
H 3.476 -4.648 -2.363
H -0.953 -1.531 -3.257
H -2.095 -0.199 -2.367
H -0.295 0.756 -1.327
H -3.974 1.123 -1.427
H 0.879 -4.277 3.341
H 0.514 -3.322 -2.431
H 1.747 -2.978 2.634
H 4.260 -3.343 -3.214
H -3.969 2.855 1.519
H 0.739 -1.985 -0.394
H 1.587 -4.718 -2.058
H -1.180 -2.285 7.568
H 0.903 -0.700 -1.494
H 1.087 3.001 -2.050
H -2.359 1.294 -3.076
H 6.079 -1.168 0.332
H -2.604 5.097 1.636
H 2.868 -0.956 -0.525
H -1.105 4.215 -1.511
H 5.862 -2.643 1.334
H -3.160 1.179 2.972
H -0.593 -3.057 4.477
H 0.870 3.294 1.159
H -5.782 2.964 1.596
H -0.725 1.749 0.119
H 1.730 1.871 -3.321
H -3.099 1.856 -0.075
H -1.437 2.877 -2.622
H 2.529 -3.247 0.701
H 0.679 5.056 1.487
H -3.732 -2.566 3.683
H -0.537 -1.414 3.896
H 2.369 -4.643 -0.173
H -0.596 -3.587 6.378
H -0.169 4.466 -5.321
H -2.470 -0.050 1.885
H 3.570 0.932 -3.323
H -0.906 3.039 -4.600
H 4.500 -1.264 -1.171
```

Summary:
* LUMO energy: -0.41 eV
* Kohn-Sham gap: 8.28 eV
* SMILES: NC(N)=O.NC(N)=O.NC(N)=O.NC(N)=O.NC(N)=O.NC(N)=O.NC(N)=O.NC(N)=O.NC(N)=O.NC(N)=O.NC(N)=O
* energy relative to the best compared isomer or geometry (same formula, charge and spin): 172.6 kcal/mol
* E_HOMO: -8.689 eV
* multiplicity: 1

Mulliken atomic charge list, values in e, 2 entries: atom 1 (O): -0.7329, atom 2 (O): -0.6145



2.
ORCA calculation (ωB97M-V/def2-TZVPD) on a structure of composition C22H19Cl56N2S2.

XYZ file:
```
101
Properties=species:S:1:pos:R:3
Cl -4.997 2.357 -9.598
Cl -5.340 3.093 0.827
Cl 0.466 -3.106 -5.511
Cl -8.257 -2.211 2.334
Cl -3.740 -0.414 -4.789
Cl 2.447 -5.077 -6.195
Cl 0.656 5.525 1.500
Cl -3.125 12.523 1.646
Cl 1.164 3.571 3.693
Cl 1.319 -7.726 6.910
Cl -2.996 1.991 -7.556
Cl 0.333 -4.459 -8.052
Cl -5.871 -1.266 -2.996
Cl -1.126 10.791 0.495
Cl 0.479 2.870 -7.029
Cl -6.015 -4.005 2.071
Cl -4.928 4.120 -7.321
Cl -3.760 9.773 1.058
Cl 3.896 2.921 3.096
Cl -1.444 -8.212 7.584
Cl 10.472 5.859 4.588
Cl 0.116 -6.202 12.499
Cl 3.493 -3.183 5.813
Cl 3.826 4.157 -0.388
Cl 1.274 0.735 -8.786
Cl -7.508 -3.912 4.535
Cl -4.018 -3.171 -4.059
Cl 5.458 6.470 -0.958
Cl -5.820 -1.698 3.791
Cl -0.745 7.743 0.298
Cl 1.864 0.558 -5.971
Cl 0.619 -3.327 5.702
Cl 3.271 2.454 -7.626
Cl 2.405 1.313 4.977
Cl 9.693 5.047 1.936
Cl 2.225 -4.969 3.947
Cl 2.428 -2.554 -7.591
Cl 6.554 3.825 -1.269
Cl 1.785 1.209 2.158
Cl -6.217 0.355 0.637
Cl 0.307 5.625 -1.362
Cl -5.759 1.379 -6.998
Cl 2.085 -2.120 3.534
Cl 7.799 4.900 4.109
Cl -3.372 11.657 -1.090
Cl 10.026 3.073 4.009
Cl -3.425 0.933 0.678
Cl 0.705 -9.019 12.659
Cl -5.044 1.632 -1.649
Cl -0.796 -6.627 5.283
Cl -0.318 -5.571 7.931
Cl 0.961 -7.632 10.144
Cl -1.652 -8.116 11.273
Cl 6.014 4.856 1.363
Cl -5.985 -1.934 -5.790
Cl 2.101 7.469 -0.065
S -1.445 -4.812 -1.930
S -1.343 -2.046 -2.465
N 0.436 -3.415 -0.758
N -0.002 2.363 -1.702
C 2.920 -3.382 -0.801
C -4.675 2.462 -7.871
C -6.901 -2.960 3.185
C 2.320 2.252 3.492
C -5.016 1.519 0.112
C 2.104 -3.406 4.751
C 0.134 -2.974 0.598
C -0.669 -3.436 -1.619
C 9.503 4.720 3.660
C -0.951 0.535 -3.084
C -0.310 -7.033 6.931
C -2.848 11.193 0.527
C 0.033 -7.744 11.643
C 0.583 6.606 0.108
C -0.404 -0.539 -2.148
C 1.423 -3.795 -6.839
C 1.727 1.655 -7.361
C -0.047 1.752 -3.074
C 1.618 -2.764 -1.300
C -0.954 -3.774 1.265
C -4.905 -1.701 -4.416
C 5.468 4.829 -0.312
H 1.029 -3.149 1.176
H -1.963 0.810 -2.835
H 1.616 -1.722 -0.981
H -0.064 -1.900 0.643
H 3.471 -2.669 -0.211
H 0.943 1.399 -3.285
H -0.959 2.445 -1.350
H -0.904 0.163 -4.094
H 2.758 -4.272 -0.221
H 0.646 -0.620 -2.373
H 3.555 -3.599 -1.642
H 0.398 3.301 -1.719
H -0.752 -4.816 1.094
H -1.914 -3.557 0.824
H -0.999 -3.563 2.319
H -0.334 2.485 -3.801
H 1.597 -2.723 -2.375
H -0.471 -0.193 -1.123
H 0.558 1.808 -1.065
```

Summary:
* LUMO energy: -2.98 eV
* Kohn-Sham gap: 7.67 eV
* E_HOMO: -10.650 eV
* charge: +1
* multiplicity: 1

Mulliken atomic charge list, values in e, 2 entries: atom 1 (Cl): -0.0857, atom 2 (Cl): -0.0821



- Which formula does entry 2 have?
  C22H19Cl56N2S2



- Which of these has the highest LUMO energy?
  C11H44N22O11



- Among the records above, which one has the lowest E_HOMO?
  C22H19Cl56N2S2